# C22H36BBr2ClN2O5S

C22H36BBr2ClN2O5S as an isolated structure at a distorted geometry (ωB97M-V/def2-TZVPD, OMol25).

* total charge: 0
* LUMO energy: -0.0467 Ha
* E_tot: -7376.1912 hartree

Last column: Mulliken charge in e.
CARTESIAN COORDINATES (ANGSTROEM)
C 6.150 1.363 1.746  -0.841
C 6.761 -0.150 1.470  -0.460
C 5.803 -1.072 0.507  -0.589
C 5.455 -0.353 -0.953  -0.276
C 4.061 -1.076 -1.481  -0.490
C 3.455 -0.428 -2.864  -0.592
C 3.040 1.168 -2.733  -0.516
C 1.414 1.382 -2.406  -0.730
C 1.174 0.773 -0.880  -0.159
C -0.091 1.536 -0.096  -0.090
C -1.274 0.358 0.035  -0.803
N -2.671 0.886 0.317  1.507
C -2.407 2.112 1.161  0.196
Br -2.430 4.070 0.543  -0.043
C -1.958 2.123 2.612  -0.139
C -1.705 0.792 3.480  -0.766
Br -1.584 3.849 3.647  -0.136
C -3.106 1.441 -1.058  -1.546
O -4.369 2.237 -1.052  -0.452
C -3.517 0.308 -2.172  0.171
Cl -3.793 1.248 -3.781  -0.199
O -4.847 -0.125 -1.695  -0.412
C -4.493 -0.903 -0.527  -0.861
N -5.716 -1.691 -0.094  -0.467
C -5.699 -2.854 -0.874  0.485
S -5.543 -4.134 -2.034  -0.143
C -3.725 -0.087 0.720  1.467
B -3.390 -1.437 1.590  -0.201
O -4.415 -1.853 2.627  -0.644
C -2.174 -2.510 1.560  -0.120
C -1.648 -3.085 0.136  -0.550
C -4.965 0.666 1.565  -0.077
O -4.914 1.055 2.841  -0.624
O -6.268 1.064 0.929  -0.715
H 6.651 1.747 2.755  0.307
H 4.986 1.323 1.940  0.175
H 6.442 2.144 0.909  0.244
H 7.877 -0.103 1.058  0.259
H 6.794 -0.685 2.526  0.301
H 6.339 -2.114 0.378  0.286
H 4.808 -1.282 1.104  0.254
H 6.354 -0.656 -1.670  0.275
H 5.366 0.821 -0.877  0.115
H 3.313 -1.058 -0.570  0.126
H 4.366 -2.198 -1.742  0.316
H 4.308 -0.485 -3.672  0.367
H 2.561 -1.100 -3.275  0.274
H 3.298 1.651 -3.794  0.320
H 3.630 1.722 -1.869  0.203
H 0.848 0.783 -3.245  0.234
H 1.128 2.516 -2.504  0.342
H 2.169 0.948 -0.257  0.175
H 1.024 -0.384 -0.972  0.070
H 0.360 1.826 0.970  0.200
H -0.372 2.439 -0.760  0.266
H -0.787 -0.280 0.886  0.177
H -1.153 -0.268 -0.941  0.087
H -1.075 1.067 4.460  0.441
H -2.688 0.287 3.935  0.247
H -1.098 -0.078 2.997  0.107
H -2.324 2.110 -1.590  1.014
H -4.247 3.065 -1.609  0.465
H -2.747 -0.521 -2.389  0.307
H -3.767 -1.757 -0.941  0.348
H -4.850 -2.685 2.233  0.318
H -2.390 -3.487 2.216  0.418
H -1.213 -2.040 2.094  0.184
H -2.576 -3.514 -0.462  0.170
H -0.957 -2.382 -0.491  0.033
H -0.982 -4.047 0.382  0.390



# C30H65ClFN3O12S7

A 7-piece molecular cluster, C30H65ClFN3O12S7 overall at a distorted geometry (ωB97M-V/def2-TZVPD, OMol25).

* total charge: 0
* LUMO energy: 0.0171 Ha
* E_tot: -5596.2639 hartree

Last column: Mulliken charge in e.
CARTESIAN COORDINATES (ANGSTROEM)
C 4.036 1.569 0.202  -0.256
C 3.216 1.078 0.919  -1.678
C 2.129 0.529 1.734  -0.580
C 1.789 -0.972 1.444  0.181
N 3.057 -1.611 1.217  0.359
C 3.944 -1.691 2.370  0.036
C 5.082 -2.634 1.986  -0.298
O 5.527 -3.445 2.749  -0.541
N 1.060 -1.507 2.615  1.777
C 0.622 -0.641 3.692  -0.175
C 1.541 -0.539 4.904  -1.493
O -0.428 -0.068 3.713  -0.364
C 0.902 -2.881 2.831  0.811
C -0.374 -3.353 3.521  -1.505
O 1.720 -3.722 2.531  -0.503
C 0.864 -1.167 0.170  -0.735
O 0.966 -2.543 -0.111  0.341
C -0.119 -3.236 -0.689  -0.644
N 0.346 -4.595 -1.054  -0.439
C 1.721 -4.612 -1.599  -0.489
C 2.699 -5.050 -0.507  0.585
C 4.181 -4.896 -0.887  -1.475
C 1.270 -0.450 -1.167  -0.125
Cl 2.875 -0.967 -1.789  -0.157
C 1.026 1.069 -1.325  -0.303
C -0.059 1.434 -2.372  -1.448
S -0.898 -0.661 0.455  1.374
O -1.588 -0.609 -0.793  -0.520
O -1.559 -1.468 1.419  -0.491
F -0.924 0.819 0.999  -0.282
H 4.880 1.755 -0.421  0.465
H 1.249 1.172 1.718  0.660
H 2.536 0.615 2.745  0.338
H 2.967 -2.551 0.850  -0.169
H 3.503 -2.113 3.275  -0.086
H 4.433 -0.728 2.565  0.495
H 5.476 -2.561 0.952  0.489
H 2.104 -1.465 5.025  0.257
H 2.207 0.324 4.826  0.313
H 0.912 -0.379 5.777  0.572
H -0.163 -4.298 4.017  0.502
H -1.092 -3.549 2.723  0.174
H -0.763 -2.651 4.258  0.260
H -0.964 -3.387 -0.013  0.092
H -0.496 -2.751 -1.601  0.392
H -0.256 -4.853 -1.828  0.334
H 2.026 -3.692 -2.106  0.067
H 1.736 -5.400 -2.364  0.571
H 2.479 -6.076 -0.208  0.494
H 2.497 -4.446 0.383  -0.528
H 4.395 -3.992 -1.457  0.240
H 4.763 -4.886 0.039  0.345
H 4.513 -5.795 -1.413  0.451
H 0.605 -0.903 -1.903  0.522
H 0.876 1.613 -0.396  0.143
H 1.955 1.468 -1.734  0.700
H -0.977 1.651 -1.820  0.118
H 0.203 2.333 -2.919  0.517
H -0.248 0.625 -3.074  0.229
C -4.486 1.304 -0.506  -0.592
S -5.966 0.936 -1.454  0.509
O -6.691 2.217 -1.657  -0.650
C -6.812 0.052 -0.135  -0.773
H -3.820 1.896 -1.131  0.248
H -4.751 1.873 0.386  0.418
H -3.989 0.374 -0.230  0.077
H -6.922 0.705 0.732  0.112
H -6.240 -0.839 0.129  0.292
H -7.794 -0.241 -0.500  0.405
C -2.793 2.858 -6.942  -0.638
S -2.489 2.084 -5.351  0.569
O -1.089 2.404 -4.960  -0.596
C -2.490 0.397 -5.973  -0.882
H -2.787 3.937 -6.797  0.341
H -2.008 2.567 -7.648  0.000
H -3.771 2.549 -7.313  0.391
H -1.723 0.291 -6.740  0.266
H -3.473 0.164 -6.382  0.414
H -2.276 -0.269 -5.139  0.244
C 0.310 3.983 -10.333  -0.945
S -0.331 2.304 -10.362  0.446
O -0.594 1.916 -8.949  -0.599
C 1.211 1.518 -10.844  -0.984
H -0.492 4.644 -10.010  0.305
H 1.142 4.047 -9.632  0.309
H 0.633 4.265 -11.335  0.375
H 1.984 1.745 -10.109  0.308
H 1.506 1.875 -11.830  0.381
H 1.044 0.443 -10.880  0.325
C -1.755 -0.556 9.053  -0.856
S -1.294 -2.067 8.195  0.298
O -0.436 -1.660 7.047  -0.455
C -2.913 -2.409 7.506  -0.568
H -0.860 -0.144 9.517  0.333
H -2.162 0.162 8.341  0.168
H -2.490 -0.787 9.824  0.390
H -3.229 -1.576 6.884  -0.085
H -3.628 -2.574 8.313  0.436
H -2.842 -3.305 6.894  0.309
C 6.350 6.734 0.801  -0.948
S 5.097 5.546 1.306  0.478
O 5.698 4.195 1.183  -0.569
C 4.028 5.779 -0.121  -0.856
H 7.146 6.718 1.543  0.320
H 6.751 6.454 -0.173  0.300
H 5.910 7.731 0.761  0.363
H 4.583 5.561 -1.035  0.296
H 3.659 6.804 -0.135  0.409
H 3.191 5.090 -0.029  0.211
C -3.947 0.998 4.747  -0.569
S -5.355 -0.010 5.234  0.437
O -4.880 -1.419 5.273  -0.588
C -6.273 0.194 3.702  -0.835
H -3.217 0.973 5.554  0.187
H -3.498 0.592 3.841  0.007
H -4.275 2.025 4.585  0.465
H -5.668 -0.156 2.865  0.076
H -6.532 1.246 3.572  0.422
H -7.182 -0.399 3.772  0.432



# C2F24O6P3PdS2

C2F24O6P3PdS2 as an isolated structure at a distorted geometry (ωB97M-V/def2-TZVPD, OMol25).

* total charge: -3
* spin multiplicity: 3
* LUMO energy (alpha / beta): 0.2473 / 0.2205 Ha
* E_tot: -4873.4932 hartree
* <S²>: 2.002

Last column: Mulliken charge in e.
CARTESIAN COORDINATES (ANGSTROEM)
Pd -0.195 -0.146 0.471  2.145
C 4.092 -0.945 -1.152  0.567
F 5.264 -1.579 -1.299  -0.240
F 4.309 0.362 -0.970  -0.221
F 3.403 -1.067 -2.298  -0.207
S 3.081 -1.619 0.272  1.080
O 2.787 -2.987 -0.105  -0.709
O 3.891 -1.471 1.466  -0.676
O 1.844 -0.811 0.311  -0.529
C -3.624 2.295 -1.312  0.568
F -2.677 3.177 -1.644  -0.225
F -4.824 2.856 -1.274  -0.232
F -3.581 1.346 -2.231  -0.219
S -3.286 1.605 0.423  1.042
O -4.283 0.582 0.672  -0.721
O -1.942 1.011 0.285  -0.501
O -3.334 2.741 1.327  -0.687
P 1.503 3.036 0.314  1.345
F 2.117 2.158 1.515  -0.353
F 0.775 1.692 -0.228  -0.458
F 0.165 3.425 1.135  -0.344
F 0.963 3.861 -0.992  -0.395
F 2.227 4.395 0.837  -0.373
F 2.844 2.702 -0.573  -0.395
P -0.910 -1.850 2.856  1.444
F -1.598 -1.701 1.395  -0.454
F -2.165 -1.194 3.604  -0.406
F -1.578 -3.312 3.034  -0.395
F -0.168 -1.922 4.304  -0.395
F 0.371 -2.486 2.136  -0.353
F -0.328 -0.329 2.605  -0.688
P -0.727 -1.978 -2.135  1.431
F -2.201 -1.695 -1.499  -0.389
F -0.450 -0.416 -1.821  -0.461
F -0.091 -2.330 -0.678  -0.368
F 0.720 -2.235 -2.794  -0.385
F -1.133 -3.551 -2.319  -0.426
F -1.261 -1.620 -3.637  -0.413



# C29H21F32N3O7

A 5-piece molecular cluster, C29H21F32N3O7 overall at a distorted geometry (ωB97M-V/def2-TZVPD, OMol25).

* total charge: 0
* LUMO energy: -0.0505 Ha
* E_tot: -5004.0501 hartree

Last column: Mulliken charge in e.
CARTESIAN COORDINATES (ANGSTROEM)
N -4.444 -1.658 -1.197  -0.516
C -4.439 -2.960 -1.929  0.215
C -5.703 -3.606 -2.613  -0.339
C -5.673 -5.008 -3.368  -0.585
C -4.299 -5.754 -3.372  0.191
C -3.034 -5.108 -2.683  0.627
C -3.047 -3.725 -1.954  -0.580
C -1.885 -6.202 -2.902  0.099
O -0.634 -6.002 -2.867  -0.564
N -2.609 -7.455 -3.204  0.408
N -2.636 -8.457 -2.234  -0.775
C -3.323 -8.086 -1.162  0.802
O -3.848 -7.392 -0.247  -0.421
C -3.849 -7.177 -3.967  0.271
O -4.348 -7.896 -4.872  -0.520
H -4.799 -1.859 -0.234  0.311
H -5.065 -0.987 -1.677  0.229
H -6.695 -3.032 -2.571  0.325
H -6.582 -5.484 -3.870  0.370
H -2.092 -3.342 -1.456  0.408
C 3.989 -5.459 -1.837  -0.747
C 3.077 -5.537 -0.595  0.809
C 1.645 -5.036 -0.788  0.422
F 1.593 -3.731 -1.131  -0.206
F 0.942 -5.152 0.370  -0.297
F 3.684 -4.902 0.438  -0.266
F 3.009 -6.854 -0.235  -0.328
O 4.860 -4.324 -1.934  -0.415
C 4.308 -3.140 -2.478  0.732
C 4.258 -1.991 -1.464  0.259
F 3.544 -2.323 -0.365  -0.212
F 3.663 -0.897 -2.000  -0.286
F 3.108 -3.414 -3.024  -0.265
F 5.115 -2.794 -3.510  -0.301
H 4.673 -6.311 -1.762  0.430
H 3.439 -5.630 -2.767  0.368
H 1.123 -5.617 -1.552  0.081
H 5.266 -1.717 -1.139  0.262
C 3.146 -0.154 2.126  -0.622
C 3.432 -0.443 3.613  0.943
C 2.205 -0.683 4.493  0.036
F 1.380 0.383 4.539  -0.213
F 2.584 -0.924 5.776  -0.281
F 4.209 0.549 4.114  -0.272
F 4.199 -1.574 3.657  -0.328
O 3.128 1.223 1.726  -0.331
C 1.916 1.929 1.920  0.760
C 2.054 3.070 2.936  0.848
F 2.479 2.622 4.139  -0.229
F 0.860 3.679 3.147  -0.287
F 0.935 1.059 2.233  -0.293
F 1.586 2.442 0.710  -0.288
H 3.987 -0.579 1.568  0.225
H 2.271 -0.697 1.756  0.384
H 1.635 -1.549 4.148  0.303
H 2.770 3.817 2.584  -0.366
C 6.401 5.186 3.224  -0.741
C 7.726 5.653 2.590  0.841
C 8.067 7.133 2.770  0.118
F 7.152 7.951 2.210  -0.212
F 9.250 7.422 2.169  -0.276
F 7.735 5.304 1.280  -0.268
F 8.724 4.926 3.176  -0.334
O 5.258 5.107 2.362  -0.324
C 4.532 6.303 2.147  0.732
C 4.582 6.774 0.689  0.262
F 5.850 6.971 0.268  -0.221
F 3.933 7.956 0.540  -0.268
F 4.949 7.241 3.020  -0.279
F 3.250 6.024 2.488  -0.308
H 6.566 4.150 3.539  0.435
H 6.173 5.720 4.151  0.336
H 8.161 7.391 3.828  0.283
H 4.119 6.035 0.027  0.238
C -8.083 4.076 -0.755  -0.670
C -8.971 2.983 -0.128  0.835
C -8.235 1.889 0.648  0.109
F -7.380 1.187 -0.125  -0.194
F -9.120 0.989 1.149  -0.278
F -9.764 2.452 -1.090  -0.269
F -9.815 3.611 0.745  -0.328
O -7.746 3.926 -2.141  -0.398
C -6.640 3.096 -2.443  0.741
C -7.037 1.850 -3.243  0.223
F -7.956 1.105 -2.589  -0.210
F -5.964 1.047 -3.452  -0.250
F -5.975 2.804 -1.307  -0.266
F -5.797 3.854 -3.183  -0.293
H -8.673 4.997 -0.727  0.410
H -7.202 4.297 -0.145  0.338
H -7.677 2.310 1.489  0.265
H -7.460 2.129 -4.212  0.234